1.
Computed, not measured: a single C2H5NO2 molecule at a distorted geometry, with wB97M-V/def2-TZVPD.

Each line ends with the Löwdin charge.
Cartesian coordinates (Å):
1 C 0.592 0.181 0.104  -0.0782
2 C -0.856 -0.083 -0.302  -0.1201
3 N -1.229 0.690 -1.561  -0.4424
4 O -2.227 0.367 -2.141  0.0719
5 O -0.530 1.566 -1.936  0.0814
6 H 0.772 -0.279 1.053  0.0727
7 H 1.176 -0.296 -0.709  0.0871
8 H 0.761 1.244 -0.157  0.0820
9 H -0.945 -1.161 -0.542  0.1392
10 H -1.502 0.415 0.350  0.1064

Results
ΔE to the lowest compared entry with this formula, charge and spin: 89.3 kcal/mol
total charge: 0
Kohn-Sham gap: 11.74 eV
calculated total energy: -284.32514 a.u.
strongest force on any atom: 3.221 eV Å⁻¹
E_HOMO: -11.04 eV
SMILES: CC[N+](=O)[O-]

=====

2.
Computed, not measured: a molecular structure, C2H5NO2 at a distorted geometry, with wB97M-V/def2-TZVPD.

Each line ends with the Löwdin charge.
Cartesian coordinates (Å):
1 C 0.167 0.462 1.846  -0.0192
2 C -0.296 0.036 0.445  -0.4907
3 H 1.227 1.394 1.772  0.1868
4 H 0.490 -0.479 2.515  0.1272
5 H -0.581 0.982 2.207  -0.0222
6 H 1.603 0.298 -0.694  0.0507
7 H -0.725 0.116 -2.441  0.2945
8 N 0.701 0.366 -0.574  -0.0078
9 O -1.183 -0.759 0.226  0.0727
10 O 0.416 -0.224 -1.861  -0.1920

Results
ΔE to the lowest compared entry with this formula, charge and spin: 142.1 kcal/mol
total charge: 0
Kohn-Sham gap: 9.56 eV
calculated total energy: -284.24096 a.u.
strongest force on any atom: 9.398 eV Å⁻¹
E_HOMO: -9.35 eV

=====

3.
Computed, not measured: a single C2H5NO2 molecule at a distorted geometry, with wB97M-V/def2-TZVPD.

Each line ends with the Löwdin charge.
Cartesian coordinates (Å):
1 N -1.905 -0.048 -0.034  -0.0112
2 C -0.644 -0.757 0.018  -0.2211
3 C 0.527 0.163 0.024  -0.5615
4 O 0.489 1.343 0.003  0.1380
5 O 1.723 -0.470 -0.007  0.0971
6 H -2.065 0.521 0.824  0.0926
7 H -1.937 0.651 -0.788  0.0828
8 H -0.600 -1.383 0.938  0.1402
9 H -0.627 -1.445 -0.843  0.1298
10 H 1.568 -1.429 -0.108  0.1134

Results
ΔE to the lowest compared entry with this formula, charge and spin: 11.8 kcal/mol
total charge: 0
Kohn-Sham gap: 10.46 eV
calculated total energy: -284.44851 a.u.
strongest force on any atom: 1.524 eV Å⁻¹
E_HOMO: -9.89 eV
SMILES: NCC(=O)O

=====

4.
Computed, not measured: a single C2H5NO2 molecule at a distorted geometry, with wB97M-V/def2-TZVPD.

Each line ends with the Löwdin charge.
Cartesian coordinates (Å):
1 C -0.642 0.834 0.410  0.1407
2 C -0.200 -0.306 -0.528  -0.4381
3 N 0.615 -1.027 0.458  -0.0565
4 O 0.844 0.113 1.384  -0.1812
5 O 0.680 0.019 -1.590  -0.0239
6 H -0.140 1.819 0.288  0.1074
7 H -1.653 0.680 0.862  0.1095
8 H -1.042 -0.879 -1.122  0.1759
9 H 0.192 -1.778 0.986  0.0983
10 H 1.345 0.525 -1.148  0.0680

Results
ΔE to the lowest compared entry with this formula, charge and spin: 128.3 kcal/mol
total charge: 0
Kohn-Sham gap (alpha / beta): 8.88 / 8.88 eV
calculated total energy: -284.26289 a.u.
strongest force on any atom: 4.481 eV Å⁻¹
E_HOMO (alpha / beta): -8.91 / -8.91 eV

=====

5.
Computed, not measured: a molecular structure, C2H5NO2S at a distorted geometry, with wB97M-V/def2-TZVPD.

Each line ends with the Löwdin charge.
Cartesian coordinates (Å):
1 C -0.939 1.278 -0.018  -0.5163
2 C 1.770 -0.194 0.619  -0.4140
3 N 0.117 0.818 0.283  0.1026
4 O -1.996 1.579 -0.385  0.0795
5 O -2.554 -1.354 -0.601  -0.0257
6 S 2.681 -0.426 -0.829  0.7766
7 H 1.391 -1.069 0.983  0.0062
8 H 1.987 0.428 1.433  0.0361
9 H -2.522 -0.399 -0.756  0.0094
10 H -3.044 -1.626 0.107  -0.0218
11 H 3.109 0.964 -0.836  -0.0324

Results
ΔE to the lowest compared entry with this formula, charge and spin: 64.2 kcal/mol
total charge: 0
Kohn-Sham gap: 9.28 eV
calculated total energy: -682.53720 a.u.
strongest force on any atom: 4.323 eV Å⁻¹
E_HOMO: -9.67 eV

=====

6.
Computed, not measured: a single C2H5NO2S molecule at a distorted geometry, with wB97M-V/def2-TZVPD.

Each line ends with the Löwdin charge.
Cartesian coordinates (Å):
1 C -2.181 -0.383 -0.054  -0.0755
2 O -0.912 -1.046 -0.166  -0.2085
3 C 0.225 -0.045 -0.095  -0.7755
4 O 0.099 1.138 -0.208  0.0470
5 S 1.648 -0.953 0.078  0.9796
6 N 2.743 0.368 -0.140  -0.3493
7 H -2.188 0.310 -0.889  0.0925
8 H -2.202 0.088 0.928  0.0894
9 H -2.715 -1.321 0.027  0.0953
10 H 2.105 1.162 -0.227  -0.0066
11 H 3.379 0.683 0.746  0.1115

Results
ΔE to the lowest compared entry with this formula, charge and spin: 37.8 kcal/mol
total charge: 0
Kohn-Sham gap: 9.73 eV
calculated total energy: -682.57930 a.u.
strongest force on any atom: 4.855 eV Å⁻¹
E_HOMO: -9.18 eV
SMILES: COC(=O)SN

=====

7.
Computed, not measured: a single C2H5NO3 molecule at a distorted geometry, with wB97M-V/def2-TZVPD.

Each line ends with the Löwdin charge.
Cartesian coordinates (Å):
1 C -2.024 -0.699 -0.026  -0.0193
2 O -0.590 -0.694 0.084  -0.0218
3 C 0.001 0.476 0.054  -0.5768
4 O -0.651 1.518 -0.107  0.0612
5 N 1.351 0.375 0.258  0.0050
6 O 1.955 -0.738 -0.257  0.0005
7 H -2.239 -0.004 -0.844  0.0942
8 H -2.494 -0.243 0.875  0.1101
9 H -2.295 -1.717 -0.188  0.0832
10 H 1.826 1.203 -0.118  0.1600
11 H 2.167 -1.211 0.545  0.1036

Results
ΔE to the lowest compared entry with this formula, charge and spin: 49.0 kcal/mol
total charge: 0
Kohn-Sham gap: 11.01 eV
calculated total energy: -359.63131 a.u.
strongest force on any atom: 3.293 eV Å⁻¹
E_HOMO: -10.23 eV
SMILES: COC(=O)NO

=====

8.
Computed, not measured: a single C2H5NO3 molecule at a distorted geometry, with wB97M-V/def2-TZVPD.

Each line ends with the Löwdin charge.
Cartesian coordinates (Å):
1 C 0.535 0.965 1.075  -0.0535
2 N 0.110 0.481 -0.199  -0.1603
3 O 1.178 0.388 -1.112  0.0014
4 C -0.808 -0.641 -0.185  -0.5140
5 O -1.552 -1.021 0.701  0.0907
6 O -0.762 -1.311 -1.361  0.0881
7 H -0.322 1.133 1.730  0.0951
8 H 1.242 0.267 1.531  0.0951
9 H 1.020 1.965 0.854  0.1124
10 H 0.829 -0.243 -1.775  0.0993
11 H -1.469 -1.983 -1.258  0.1456

Results
ΔE to the lowest compared entry with this formula, charge and spin: 44.2 kcal/mol
total charge: 0
Kohn-Sham gap: 9.84 eV
calculated total energy: -359.63884 a.u.
strongest force on any atom: 3.653 eV Å⁻¹
E_HOMO: -9.24 eV
SMILES: CN(O)C(=O)O

=====

9.
Computed, not measured: 2 unconnected molecules or ions with the total composition C2H5NO3, with wB97M-V/def2-TZVPD.

Each line ends with the Löwdin charge.
Cartesian coordinates (Å):
1 N -1.861 0.759 -0.217  0.1351
2 C -1.000 0.915 0.815  -0.4252
3 O -0.921 0.117 1.731  -0.0043
4 H -2.139 -0.198 -0.367  0.1134
5 H -1.819 1.426 -0.967  0.0972
6 H -0.291 1.750 0.726  0.1314
7 O 0.933 -1.864 -1.065  0.0706
8 C 1.784 -1.112 -0.694  -0.3904
9 O 1.624 -0.214 0.293  0.0497
10 H 2.798 -1.035 -1.106  0.1377
11 H 0.891 -0.544 0.851  0.0849

Results
ΔE to the lowest compared entry with this formula, charge and spin: 5.8 kcal/mol
total charge: 0
Kohn-Sham gap: 11.27 eV
calculated total energy: -359.70007 a.u.
strongest force on any atom: 0.740 eV Å⁻¹
E_HOMO: -10.48 eV
SMILES: NC=O.O=CO

=====

10.
Computed, not measured: a single C2H5NO3S molecule at a distorted geometry, with wB97M-V/def2-TZVPD.

Each line ends with the Löwdin charge.
Cartesian coordinates (Å):
1 C 0.060 -0.018 -0.213  -0.3643
2 C 0.735 1.320 -0.116  -0.0671
3 N 0.569 -1.177 -0.178  -0.0435
4 O -2.213 -1.118 0.786  -0.3693
5 O -2.518 1.147 -0.006  -0.4616
6 O 2.010 -1.175 -0.007  -0.0976
7 S -2.043 -0.092 -0.495  0.9153
8 H 1.733 1.312 -0.473  0.0524
9 H 0.765 1.618 0.940  0.0895
10 H 0.028 2.103 -0.670  0.1193
11 H -1.475 -1.857 0.779  0.1056
12 H 2.349 -2.063 -0.348  0.1213

Results
ΔE to the lowest compared entry with this formula, charge and spin: 96.3 kcal/mol
total charge: 0
Kohn-Sham gap: 9.92 eV
calculated total energy: -757.74745 a.u.
strongest force on any atom: 4.167 eV Å⁻¹
E_HOMO: -9.45 eV

=====

11.
Computed, not measured: 2 unconnected molecules or ions with the total composition C2H5NO4 at a distorted geometry, with wB97M-V/def2-TZVPD.

Each line ends with the Löwdin charge.
Cartesian coordinates (Å):
1 O 1.648 0.151 0.963  0.0504
2 C 0.511 -0.264 1.019  -0.3021
3 N -0.633 0.442 0.838  0.1524
4 C -0.717 1.815 0.455  -0.5701
5 O -1.768 2.372 0.387  0.1343
6 O 0.464 2.354 0.213  0.1523
7 H 0.317 -1.266 1.436  0.1438
8 H -1.483 -0.096 0.834  0.1497
9 H 1.203 1.733 0.376  0.0849
10 O 0.519 -2.281 -2.054  -0.0616
11 H -0.214 -2.617 -1.523  0.0284
12 H 0.152 -2.342 -2.944  0.0374

Results
ΔE to the lowest compared entry with this formula, charge and spin: 20.9 kcal/mol
total charge: 0
Kohn-Sham gap: 11.34 eV
calculated total energy: -434.96074 a.u.
strongest force on any atom: 1.466 eV Å⁻¹
E_HOMO: -11.12 eV
SMILES: O=CNC(=O)O.O

=====

12.
Computed, not measured: a single C2H5NO4 molecule at a distorted geometry, with wB97M-V/def2-TZVPD.

Each line ends with the Löwdin charge.
Cartesian coordinates (Å):
1 O -0.060 -0.412 2.300  0.1334
2 N 0.340 -0.628 1.210  -0.3790
3 O 1.521 -0.881 0.974  0.0694
4 C -0.529 -0.615 0.005  -0.2668
5 O -0.307 -1.665 -0.844  0.0670
6 C -0.196 0.837 -0.730  -0.2196
7 O -0.230 1.994 -0.057  0.0170
8 H -1.556 -0.532 0.267  0.1529
9 H 0.610 -1.497 -0.996  0.0781
10 H 0.842 0.626 -1.286  0.1671
11 H -0.879 0.902 -1.460  0.0797
12 H 0.444 1.870 0.617  0.1008

Results
ΔE to the lowest compared entry with this formula, charge and spin: 131.1 kcal/mol
total charge: 0
Kohn-Sham gap: 10.68 eV
calculated total energy: -434.78524 a.u.
strongest force on any atom: 5.476 eV Å⁻¹
E_HOMO: -10.72 eV
SMILES: O=[N+]([O-])[C@H](O)CO

=====

13.
Computed, not measured: a molecular structure, C2H5NOP2 at a distorted geometry, with wB97M-V/def2-TZVPD.

Each line ends with the Löwdin charge.
Cartesian coordinates (Å):
1 C -1.503 -0.853 -0.219  -0.2254
2 C -0.234 -0.461 0.427  -0.5094
3 N 0.605 0.221 -0.508  -0.6173
4 O -1.958 0.523 -0.575  -0.3982
5 P -0.572 1.299 0.126  0.9507
6 P 2.386 0.357 -0.291  0.7748
7 H -1.427 -1.309 -1.174  0.1042
8 H -2.229 -1.230 0.421  0.0917
9 H 0.217 -0.911 1.307  0.0971
10 H 2.442 1.753 -0.581  -0.1203
11 H 2.274 0.611 1.067  -0.1479

Results
ΔE to the lowest compared entry with this formula, charge and spin: 24.4 kcal/mol
total charge: 0
Kohn-Sham gap: 9.18 eV
calculated total energy: -891.83399 a.u.
strongest force on any atom: 2.700 eV Å⁻¹
E_HOMO: -8.59 eV

=====

14.
Computed, not measured: a single C2H5NOS molecule at a distorted geometry, with wB97M-V/def2-TZVPD.

Each line ends with the Löwdin charge.
Cartesian coordinates (Å):
1 C 0.485 0.226 -0.046  -0.2275
2 N -0.545 1.205 0.140  -0.4751
3 S -1.927 0.510 0.823  0.8860
4 C -2.527 -0.353 -0.704  -0.5440
5 O -3.664 -0.577 -0.900  0.0052
6 H 0.102 -0.766 0.264  0.0629
7 H 0.785 0.223 -1.068  0.0713
8 H 1.289 0.423 0.607  0.0554
9 H -0.759 1.763 -0.684  0.0709
10 H -1.653 -0.711 -1.322  0.0950

Results
ΔE to the lowest compared entry with this formula, charge and spin: 41.9 kcal/mol
total charge: 0
Kohn-Sham gap: 9.82 eV
calculated total energy: -607.34005 a.u.
strongest force on any atom: 2.299 eV Å⁻¹
E_HOMO: -9.24 eV
SMILES: CNSC=O

=====

15.
Computed, not measured: 2 unconnected molecules or ions with the total composition C2H5NOS at a distorted geometry, with wB97M-V/def2-TZVPD.

Each line ends with the Löwdin charge.
Cartesian coordinates (Å):
1 C 1.101 -0.679 0.124  -0.1097
2 C -0.129 0.136 0.392  -0.3574
3 N -0.435 1.161 -0.506  -0.4344
4 O -1.782 1.564 -0.582  -0.4640
5 S -1.288 0.814 -1.964  0.8635
6 H 0.776 -1.650 0.081  0.0274
7 H 1.578 -0.631 1.110  0.0798
8 H 1.721 -0.340 -0.729  0.0984
9 H -0.094 0.581 1.397  0.0937
10 H -1.447 -0.957 0.676  0.2028

Results
ΔE to the lowest compared entry with this formula, charge and spin: 158.5 kcal/mol
total charge: 0
Kohn-Sham gap: 8.89 eV
calculated total energy: -607.15422 a.u.
strongest force on any atom: 4.461 eV Å⁻¹
E_HOMO: -9.17 eV

=====

16.
Computed, not measured: a single C2H5NOS molecule at a distorted geometry, with wB97M-V/def2-TZVPD.

Each line ends with the Löwdin charge.
Cartesian coordinates (Å):
1 C 1.884 0.313 0.007  -0.3930
2 S 0.592 -0.921 -0.106  0.8625
3 C -0.930 0.049 -0.124  -0.8979
4 N -2.143 -0.564 -0.021  0.1071
5 O -0.820 1.210 -0.095  0.0191
6 H 1.952 0.654 1.028  0.0362
7 H 2.783 -0.269 -0.297  0.0481
8 H 1.668 1.104 -0.633  0.0115
9 H -2.888 0.039 0.036  0.0675
10 H -2.098 -1.615 0.205  0.1390

Results
ΔE to the lowest compared entry with this formula, charge and spin: 9.3 kcal/mol
total charge: 0
Kohn-Sham gap: 9.99 eV
calculated total energy: -607.39197 a.u.
strongest force on any atom: 5.807 eV Å⁻¹
E_HOMO: -9.22 eV
SMILES: CSC(N)=O

=====

17.
Computed, not measured: a single C2H5NP2 molecule at a distorted geometry, with wB97M-V/def2-TZVPD.

Each line ends with the Löwdin charge.
Cartesian coordinates (Å):
1 C 1.101 -0.210 -0.669  -0.6951
2 C -1.165 0.812 0.967  -0.3628
3 N 0.081 0.551 -1.437  -0.4011
4 P -1.226 1.108 -0.768  0.7533
5 P 0.640 -1.446 0.640  0.7892
6 H 1.708 -0.835 -1.334  0.0374
7 H 1.792 0.500 -0.263  0.0380
8 H -0.852 1.644 1.722  0.0439
9 H -1.890 0.196 1.366  -0.0753
10 H -0.190 -2.320 -0.224  -0.1276

Results
ΔE to the lowest compared entry with this formula, charge and spin: 71.2 kcal/mol
total charge: 0
Kohn-Sham gap (alpha / beta): 7.85 / 7.56 eV
calculated total energy: -816.51483 a.u.
strongest force on any atom: 2.825 eV Å⁻¹
E_HOMO (alpha / beta): -8.86 / -8.57 eV

=====

18.
Computed, not measured: a single C2H5NP2 molecule at a distorted geometry, with wB97M-V/def2-TZVPD.

Each line ends with the Löwdin charge.
Cartesian coordinates (Å):
1 H -4.200 -0.214 1.515  -0.1176
2 P -3.772 -0.180 0.082  0.7242
3 C -2.265 0.441 0.423  -0.9267
4 P -0.932 0.537 -0.722  0.7960
5 N 0.191 0.859 0.507  -0.3555
6 C 1.618 0.723 0.389  -0.2634
7 H -1.964 0.691 1.410  -0.0297
8 H 1.741 -0.266 0.057  0.0359
9 H 2.020 0.699 1.405  0.0673
10 H 2.162 1.349 -0.314  0.0693

Results
ΔE to the lowest compared entry with this formula, charge and spin: 43.4 kcal/mol
total charge: 0
Kohn-Sham gap (alpha / beta): 7.87 / 7.87 eV
calculated total energy: -816.55913 a.u.
strongest force on any atom: 4.286 eV Å⁻¹
E_HOMO (alpha / beta): -8.96 / -8.96 eV
SMILES: [H]/P=C/P=N/C

=====

19.
Computed, not measured: 2 unconnected molecules or ions with the total composition C2H5NP2 at a distorted geometry, with wB97M-V/def2-TZVPD.

Each line ends with the Löwdin charge.
Cartesian coordinates (Å):
1 C -0.248 1.263 0.075  -0.4703
2 C 0.262 0.177 -0.590  -0.6047
3 N -0.716 2.228 0.504  0.1421
4 P 1.693 -0.789 0.018  0.7677
5 P -1.663 -1.418 -0.011  0.7185
6 H 0.320 0.252 -1.631  0.0242
7 H 2.759 -0.290 -0.571  -0.1678
8 H 1.804 0.057 1.159  -0.0790
9 H -1.364 -0.901 1.265  -0.1782
10 H -2.846 -0.580 -0.217  -0.1524

Results
ΔE to the lowest compared entry with this formula, charge and spin: 57.2 kcal/mol
total charge: 0
Kohn-Sham gap: 7.91 eV
calculated total energy: -816.53704 a.u.
strongest force on any atom: 3.623 eV Å⁻¹
E_HOMO: -9.10 eV

=====

20.
Computed, not measured: a single C2H5NS molecule at a distorted geometry, with wB97M-V/def2-TZVPD.

Each line ends with the Löwdin charge.
Cartesian coordinates (Å):
1 C 0.442 0.412 -0.071  -0.1130
2 C -0.812 -0.123 0.558  -0.7258
3 N -1.589 -1.140 -0.064  -0.3165
4 S -2.407 0.407 -0.057  0.7758
5 H 0.320 0.504 -1.149  0.0725
6 H 1.272 -0.263 0.137  0.0767
7 H 0.680 1.391 0.338  0.0750
8 H -0.789 -0.210 1.641  0.0978
9 H -1.263 -1.378 -1.001  0.0576

Results
ΔE to the lowest compared entry with this formula, charge and spin: 26.8 kcal/mol
total charge: 0
Kohn-Sham gap: 9.34 eV
calculated total energy: -532.09979 a.u.
strongest force on any atom: 1.062 eV Å⁻¹
E_HOMO: -8.51 eV
SMILES: C[C@@H]1NS1